[1]
A cluster of 2 separate species, C39H46N3O in total. Source: the OMol25 dataset; level of theory: wB97M-V/def2-TZVPD.

E_HOMO: -9.445 eV
Electronic energy: -47700.8948 eV
E_LUMO: -4.5 eV
Largest force on an atom: 0.050 hartree/bohr

ORCA input file:
```
! wB97M-V def2-TZVPD RIJCOSX def2/J DEFGRID3
* xyz 1 1
H -0.76 0.23 3.73
H -6.44 -4.11 -3.50
H 0.28 -3.02 -6.01
C 1.17 -2.67 -5.48
H -0.46 -4.50 2.55
H 3.37 -0.43 -3.02
H 2.07 -8.85 -5.32
C 3.24 0.13 -5.08
C 2.27 1.46 -3.18
C 0.46 -0.91 -2.97
H 0.57 -0.32 -2.05
H -0.58 -2.52 -3.91
H -4.34 -0.70 -1.89
H -1.95 -0.60 -1.90
C 2.12 -3.50 -5.02
H -1.02 4.02 -6.62
H -3.03 3.49 2.14
C 0.04 -4.15 1.64
C -3.09 -3.46 -3.49
H -1.97 2.72 -4.69
N 1.46 -0.79 -3.87
C -0.90 2.77 -4.85
C -0.98 0.78 2.81
H 0.05 -7.55 -6.04
H 4.09 -5.15 -4.38
C 3.22 -5.70 -4.73
H -1.47 3.10 1.38
H 1.45 4.06 -6.98
H 0.90 -0.94 2.62
H 2.95 2.85 -5.41
H -2.14 -3.89 -3.81
C -1.01 -1.40 1.67
H 3.01 -3.08 -4.54
C -0.04 2.11 -3.97
C 2.63 0.07 -3.68
H -2.51 -2.13 0.31
C 1.34 2.15 -4.15
H -6.48 -1.91 -2.32
C -3.09 -2.21 -2.81
H 1.82 -0.16 -7.86
C 0.94 -7.03 -5.67
H 1.51 -2.69 1.07
H -2.79 1.56 3.67
H 3.21 2.02 -3.11
C -4.29 -4.13 -3.73
H -1.39 2.62 3.83
H 0.06 -5.07 -5.91
H 1.82 1.38 -2.18
C 2.08 -4.95 -5.13
C -5.53 -2.34 -2.65
C 2.07 -7.76 -5.27
H -0.45 1.56 -3.11
C -2.35 2.68 1.89
C 3.21 -7.09 -4.80
C -1.58 -2.35 0.85
H 2.72 -1.68 -7.68
C 0.94 -5.64 -5.60
H 1.72 -3.31 2.71
C 2.65 -0.64 -7.33
H 4.10 -7.65 -4.49
H -3.33 2.17 0.03
H -0.59 -3.76 -0.39
N -1.53 -0.13 1.81
C 0.20 -1.78 2.52
H -3.95 1.30 1.44
H -1.84 -4.44 0.61
C -3.04 1.68 0.96
C -4.34 -1.67 -2.39
C -0.67 -1.70 -3.19
C 1.26 -1.19 -5.28
H -0.02 1.20 2.44
N 2.43 -0.61 -5.91
H 0.34 -0.71 -5.68
H 3.58 -0.11 -7.56
C 0.97 -2.99 1.98
O 4.25 0.74 -5.42
C -0.36 3.49 -5.93
C 1.87 2.84 -5.25
H 0.61 -4.99 1.24
C -2.12 0.51 0.63
H -0.14 -2.03 3.54
C -5.51 -3.58 -3.31
C -1.91 1.94 3.15
H -1.31 0.88 -0.03
H -2.69 -0.23 0.06
C 1.02 3.52 -6.13
C -1.88 -1.48 -2.56
C -1.03 -3.70 0.62
H -4.27 -5.08 -4.26
*
```

Mulliken population analysis, charges in e, atoms 1 to 5:
1 H 0.4679
2 H 0.3967
3 H 0.6319
4 C -1.4394
5 H 0.3316


[2]
A structure of composition C39H46OP2Zn. Source: the OMol25 dataset; level of theory: wB97M-V/def2-TZVPD.

Relative energy (zero: lowest compared OMol25 entry of this formula, charge and spin): 0.00 kJ/mol
E_HOMO: -7.719 eV
Electronic energy: -110230.1949 eV
E_LUMO: 0.4 eV
Largest force on an atom: 0.025 hartree/bohr

ORCA input file:
```
! wB97M-V def2-TZVPD RIJCOSX def2/J DEFGRID3
* xyz 0 1
C 3.42 2.98 -1.91
C 2.75 0.19 4.56
H 0.56 4.69 -2.63
H 2.36 -0.64 -7.45
H 3.86 4.10 -7.71
H -2.51 1.42 7.12
C 2.74 1.18 -6.34
H 3.26 3.12 -5.52
C -0.81 -5.71 -6.56
H 0.00 2.58 5.47
C 1.31 3.90 -2.66
H 1.26 -2.02 8.42
H 0.52 1.70 3.23
H -2.84 2.91 4.47
H -1.15 -1.81 8.80
C -1.93 -3.29 -2.78
C 1.13 2.80 -3.50
H -1.97 -0.24 8.87
C -2.58 -4.14 -7.12
C 0.17 -0.14 8.39
H 3.72 2.72 -9.78
H 1.55 -1.00 9.84
H 4.00 1.09 -2.79
H -0.51 1.92 8.49
C -0.18 -4.73 -5.79
C 3.25 1.89 -2.76
C -2.83 0.65 3.13
C -0.85 -2.42 -2.95
C -0.52 -0.66 -5.14
H -2.60 -0.72 6.34
O -0.04 -0.17 7.00
H -0.89 -0.74 10.19
C -0.78 -3.46 -5.64
C -1.03 -0.76 9.10
H -1.07 0.66 1.87
H -0.37 -6.70 -6.65
C -2.67 -3.27 -1.60
C 2.46 3.99 -1.86
H -2.21 -3.98 -3.58
C -2.01 -5.41 -7.23
H 2.45 -0.42 3.69
C 0.29 0.43 -5.26
H -3.53 -3.94 -1.49
H -3.27 0.09 2.29
H -2.50 -6.18 -7.83
H -1.57 -0.59 -5.41
P 0.08 -2.26 -4.54
C -0.49 -1.55 -1.90
H 3.59 -0.33 5.06
C -2.63 -0.31 4.26
C -0.52 1.78 3.57
C -1.22 -1.55 -0.71
C -2.19 2.58 5.29
H -2.92 -2.37 0.35
H -0.94 -0.88 0.11
C 1.40 -0.98 8.75
H 4.31 3.04 -1.27
H 0.45 1.43 9.90
C 0.35 1.31 8.81
C -1.56 1.35 2.57
Zn 1.37 0.13 5.87
C 3.47 2.29 -8.82
C -1.96 -3.16 -6.32
H 0.35 -0.87 -2.03
H -3.56 1.42 3.42
H -0.07 1.36 -5.71
H 1.24 1.77 8.35
H 3.06 1.18 4.21
H -3.96 1.69 6.14
C -2.89 1.43 6.08
C 2.12 1.82 -3.60
C 3.54 3.06 -7.65
H -2.10 3.41 6.01
H 2.34 -0.61 8.32
C -0.81 2.28 4.78
H 0.76 -4.95 -5.28
C -2.33 -2.40 -0.56
C 2.70 0.40 -7.51
H -2.45 -1.35 3.98
C -2.71 0.03 5.55
P 2.04 0.43 -4.79
H -2.42 -2.18 -6.24
H -1.90 2.22 1.99
H -3.51 -3.90 -7.63
C 3.05 0.95 -8.74
H 0.22 2.73 -4.10
C 3.20 2.50 -6.41
H 2.60 4.86 -1.21
H 3.01 0.34 -9.64
*
```

Mulliken population analysis, charges in e, atoms 1 to 5:
1 C -0.5340
2 C -0.9785
3 H 0.4022
4 H 0.3883
5 H 0.3620


[3]
A structure of composition C39H46OP2Zn. Source: the OMol25 dataset; level of theory: wB97M-V/def2-TZVPD.

Relative energy (zero: lowest compared OMol25 entry of this formula, charge and spin): 53.57 kJ/mol
E_HOMO: -7.743 eV
Electronic energy: -110229.6397 eV
E_LUMO: 0.0 eV
Largest force on an atom: 0.052 hartree/bohr

ORCA input file:
```
! wB97M-V def2-TZVPD RIJCOSX def2/J DEFGRID3
* xyz 0 1
C -2.30 6.29 3.20
H 2.52 -6.75 -0.55
C 0.28 -4.58 2.15
C 1.27 -6.68 1.18
H 0.03 7.73 -1.00
C -1.30 -8.63 -1.69
C -0.99 5.82 2.96
H -0.65 -6.48 2.20
H -0.36 2.13 0.35
H 1.35 -2.82 2.49
C -0.41 0.66 1.93
C -2.29 -7.97 -0.73
H -3.51 -3.78 -3.39
H -0.48 -0.58 3.70
H 4.12 1.86 -2.91
H 0.87 -5.69 -1.79
C 1.01 4.91 1.17
H 2.08 5.44 -4.05
H 0.45 1.59 -5.16
H -0.56 -4.10 2.67
H 0.79 -7.58 0.76
C -2.57 7.09 4.31
H -3.59 7.42 4.50
C -1.54 7.44 5.19
C -0.56 0.43 3.30
C 0.22 -5.88 1.89
H -1.76 8.05 6.06
C 2.51 3.13 -2.23
C 1.48 5.02 -0.10
H -3.10 6.03 2.50
H 1.07 5.91 3.63
C -0.83 1.51 4.16
H 2.35 -2.55 0.21
C 1.41 -3.66 1.77
H -2.95 -8.35 1.33
C -3.72 -8.07 -1.29
H -1.23 -8.77 1.02
C -2.24 -8.74 0.59
H -4.41 -7.58 -0.59
C 1.25 -5.14 -0.92
C 0.69 7.69 -1.87
C -2.61 -3.75 -2.76
P 0.39 4.92 -1.55
H 0.99 9.81 -1.95
H 3.08 3.53 -1.40
H 3.05 7.52 -4.94
H 2.38 -4.15 1.89
H -0.96 1.34 5.23
C 1.24 8.86 -2.40
C -0.94 2.80 3.65
C 1.21 3.58 -2.48
H -0.58 3.31 -3.67
H 2.04 -7.05 1.88
C -0.24 7.02 4.94
H 2.52 5.29 -0.30
C 2.04 -5.96 0.04
C 2.39 7.58 -4.08
C 2.10 8.81 -3.50
C 1.03 6.44 -2.43
H -1.16 3.64 4.32
H 1.68 4.92 2.04
C 1.03 2.03 -4.35
H 0.57 7.29 5.61
H 2.53 9.72 -3.90
Zn -2.87 -5.31 -1.67
C 1.84 6.40 -3.58
C 0.45 2.99 -3.52
C 2.36 1.63 -4.14
H -2.52 -9.79 0.39
H 0.65 -2.13 0.41
C 0.04 6.22 3.82
H -1.74 -3.75 -3.41
H -3.79 -7.55 -2.26
C -0.74 3.03 2.28
H -4.01 -9.12 -1.43
H -0.22 -0.19 1.25
H 0.37 -3.34 -1.56
H 2.86 -5.38 0.49
H -2.61 -2.83 -2.18
C 3.09 2.17 -3.08
H -1.58 -9.69 -1.83
H -1.31 -8.14 -2.67
H 2.81 0.89 -4.80
C 0.96 -3.85 -0.79
C -0.50 1.95 1.41
O -2.01 -6.60 -0.58
H -0.28 -8.60 -1.28
C 1.35 -2.99 0.38
P -0.76 4.70 1.52
*
```

Mulliken population analysis, charges in e, atoms 1 to 5:
1 C -0.3381
2 H 0.4399
3 C -0.3567
4 C -0.3682
5 H 0.3779


[4]
A structure of composition C39H46P2Pt. Source: the OMol25 dataset; level of theory: wB97M-V/def2-TZVPD.

E_HOMO (alpha / beta): -5.554 / -6.604 eV
Electronic energy: -63004.3027 eV
E_LUMO (alpha / beta): 0.4 / -1.4 eV
Largest force on an atom: 0.073 hartree/bohr

ORCA input file:
```
! wB97M-V def2-TZVPD RIJCOSX def2/J DEFGRID3
* xyz 0 3
C -2.48 1.38 5.57
C 0.25 -0.59 5.08
H 3.76 1.43 -8.33
H -1.33 3.10 5.84
C 1.54 2.06 -2.29
C -2.41 -3.08 0.72
H -0.85 1.87 -4.38
H 2.91 0.96 6.76
H 2.06 -1.15 7.94
H -3.84 -4.11 -0.59
H -3.41 0.48 1.62
H 0.86 -2.14 7.13
C 1.19 -1.12 7.27
H -2.60 3.33 4.64
H 0.31 -1.35 -0.34
H 4.03 3.14 -6.53
H -0.44 0.14 5.56
C 2.81 2.08 -5.12
H 0.45 5.14 -1.32
H -2.69 -0.80 5.38
H -2.78 -3.33 -2.68
C 1.78 0.02 -5.94
C 2.38 0.21 -7.18
C -2.95 -3.47 -0.53
H -1.89 1.07 6.46
C -2.23 -3.84 -6.20
H 0.45 1.95 2.36
H -3.47 1.69 5.97
H -2.82 -3.49 1.65
H -1.42 -5.61 -7.18
H 2.24 0.75 3.39
C -0.59 0.93 -3.87
C 1.10 4.26 -1.41
H 2.63 5.10 -0.14
H -3.56 1.75 2.78
C 2.32 4.26 -0.76
H 2.59 -1.02 3.57
H 2.27 1.53 5.23
P -0.47 -1.59 -3.17
H 2.42 -0.32 1.90
C -2.65 0.12 4.81
C 3.20 3.17 -0.92
H 0.31 2.84 4.40
C 2.81 2.08 -1.67
C 3.42 2.26 -6.37
C 2.02 0.93 -4.90
C 3.23 1.30 -7.38
C -2.53 -0.07 3.47
C -0.65 -1.87 -0.42
H 3.49 1.24 -1.83
H -3.11 -3.81 -6.85
C 1.52 -0.45 5.93
C -1.59 1.63 1.80
C -1.41 -0.16 -3.70
C -2.37 -3.04 -1.71
H 4.18 3.19 -0.45
C -0.66 2.51 4.01
H -2.48 -0.22 -3.93
C 1.99 1.00 6.15
H -2.83 -1.07 3.13
C -1.22 -2.24 -1.66
C -1.80 2.63 4.96
H 0.47 -5.86 -5.55
H 2.92 2.84 -4.33
C 0.69 3.16 -2.16
C -1.31 -2.20 0.74
C -0.56 1.94 2.80
C -2.85 0.98 2.43
H -1.89 2.52 1.23
H 2.20 -0.50 -7.98
H -1.20 0.93 1.05
H 2.31 -0.98 5.38
H 1.22 1.59 6.70
P 1.05 0.60 -3.27
C 0.01 -4.01 -4.52
H 1.08 -0.83 -5.79
H -0.96 -1.79 1.74
H 0.87 -4.09 -3.84
H -0.19 -1.57 5.31
H 0.36 -0.59 7.78
H -2.78 -2.09 -5.07
H -0.26 3.16 -2.68
C -0.87 -2.90 -4.42
C 2.07 -0.26 2.95
C -0.20 -4.99 -5.48
C -1.30 -4.88 -6.37
Pt 0.14 -0.88 2.85
C -2.03 -2.86 -5.21
*
```

Mulliken population analysis, charges in e, atoms 1 to 5:
1 C -0.6952
2 C -0.3616
3 H 0.3430
4 H 0.2778
5 C 0.6782


[5]
A structure of composition C39H47BrCl5IMnNO3P2S. Source: the OMol25 dataset; level of theory: wB97M-V/def2-TZVPD.

Relative energy (zero: lowest compared OMol25 entry of this formula, charge and spin): 0.00 kJ/mol
E_HOMO (alpha / beta): -4.488 / -4.523 eV
Electronic energy: -250332.6517 eV
E_LUMO (alpha / beta): 2.3 / 2.3 eV
Largest force on an atom: 0.018 hartree/bohr

ORCA input file:
```
! wB97M-V def2-TZVPD RIJCOSX def2/J DEFGRID3
* xyz -1 6
H 5.60 -1.23 -1.44
H -4.27 0.41 1.69
H 0.67 -0.16 2.89
H 3.29 1.51 -2.61
H -3.26 -3.88 0.28
C 0.17 -3.49 -2.47
C -3.91 2.99 -2.95
C 1.19 2.90 -0.01
C 4.56 -2.78 0.57
C -2.22 0.49 1.10
H 5.38 3.63 -1.13
C 2.33 3.66 -0.21
O 0.82 0.17 -4.58
H -5.18 3.26 2.55
Cl 1.61 -4.24 1.13
H -3.57 -2.17 -1.35
Cl 2.99 -6.40 -0.65
C 4.36 -1.28 0.33
H -5.88 -1.91 -0.67
C -3.82 -1.29 -0.74
C -5.06 4.11 -1.16
C -4.58 2.62 3.22
H -1.24 -1.21 3.03
N 0.14 0.73 0.53
H 0.22 3.34 -0.20
O 1.45 -0.26 -2.27
C 4.06 -0.59 3.35
H 4.67 1.36 0.50
C 1.91 -5.26 -1.36
H 4.86 -1.26 3.04
H 4.60 5.01 -0.38
I -1.05 1.86 -2.84
C 1.65 -5.31 -2.73
P -2.24 -1.08 0.20
P 2.65 -0.80 0.85
H -5.94 3.66 -3.07
C -5.10 -1.61 0.04
C -3.34 0.97 1.77
O 2.78 -1.22 -4.06
Br -4.00 2.30 -4.71
C -1.20 -2.17 2.52
H -4.26 0.80 -1.14
H 5.59 -3.06 0.33
Mn 0.24 -0.98 -0.80
H -5.23 1.80 3.54
H -3.30 -2.13 2.11
H 5.11 -0.74 0.92
C 3.60 3.13 -0.01
C -2.76 2.88 -2.17
C -2.43 -3.74 0.98
C 4.84 3.96 -0.24
H -4.34 3.22 4.10
C 2.56 1.00 0.55
C 2.71 -0.93 2.72
H 3.75 1.25 -4.32
H 3.90 -3.36 -0.08
H 2.22 4.69 -0.53
S 1.92 -0.13 -3.68
C -3.92 4.01 -0.38
H 5.53 3.88 0.60
C 0.76 -4.41 -3.32
H -1.91 3.31 -0.25
H 3.90 -1.57 -1.78
C 1.30 -4.26 -0.59
Cl 0.43 -4.46 -5.00
C -2.10 2.75 2.70
C 1.27 1.56 0.39
C -0.97 2.30 2.06
H 4.35 -3.09 1.59
C 1.64 -0.03 3.35
H -4.97 -2.43 0.75
H -2.54 -4.48 1.79
H -0.25 -2.24 1.98
C -2.79 3.40 -0.88
H -1.50 -3.96 0.45
C 2.92 1.36 -3.62
H 1.92 1.02 3.25
H -5.96 4.58 -0.77
C -0.98 1.19 1.18
H -3.18 0.05 -2.33
H 2.46 -1.97 2.93
H -1.21 -2.96 3.27
H 4.35 0.43 3.10
Cl -0.99 -2.36 -3.16
H 3.98 -0.65 4.44
C -3.34 2.11 2.56
H -0.03 2.82 2.24
H 4.41 0.06 -1.39
C 4.58 -0.98 -1.15
C 3.69 1.80 0.36
H -3.90 4.40 0.63
C -5.06 3.60 -2.45
H -2.02 3.61 3.36
C 0.45 -3.31 -1.12
H -4.91 -0.33 -2.34
H 1.55 -0.26 4.42
H -5.47 -0.74 0.58
C -4.05 -0.13 -1.70
C -2.38 -2.33 1.56
H 2.30 2.20 -3.91
Cl 2.42 -6.51 -3.71
*
```

Mulliken population analysis, charges in e, atoms 1 to 5:
1 H 0.5440
2 H 0.0462
3 H -0.2461
4 H -0.2191
5 H 0.3598


- Which value of electronic energy does entry 1 give?
  -47700.8948 eV


- The highest electronic energy belongs to which entry?
  C39H46N3O


- Which of these has the highest electronic energy?
  C39H46N3O


- largest force on an atom of number 2 (C39H46OP2Zn)?
  0.025 hartree/bohr